# 1
A structure of composition C24H32N4OPdSSi at a distorted geometry. Source: the Open Molecules 2025 dataset; level of theory: the ωB97M-V functional and the def2-TZVPD basis.

Structure (XYZ):
```
64
Properties=species:S:1:pos:R:3:forces:R:3:mulliken_spin:R:1
Pd -0.513 0.232 -0.467 0.7 0.7 -0.6 1.399
S -2.704 3.849 -2.086 0.0 -0.2 0.0 -0.037
C -3.726 2.492 -2.371 -0.2 0.0 -0.1 0.279
C -3.157 1.269 -2.066 -0.1 0.2 -0.1 -0.055
C -1.872 1.395 -1.555 0.3 0.2 0.6 0.466
C -1.467 2.777 -1.565 0.0 -0.1 -0.1 0.171
C -0.117 3.160 -1.262 0.0 -0.1 0.0 0.054
C 0.383 4.447 -1.441 0.0 0.0 0.0 0.112
C 1.730 4.680 -1.208 0.0 0.0 0.0 -0.033
C 2.532 3.623 -0.818 0.0 0.0 0.0 0.113
C 1.954 2.362 -0.633 0.1 0.0 0.1 -0.009
N 0.671 2.139 -0.832 -0.1 0.0 0.1 0.184
H -4.733 2.668 -2.734 0.1 0.0 0.0 0.010
H -3.688 0.335 -2.180 0.0 0.0 0.0 0.013
H -0.270 5.247 -1.769 0.0 0.0 0.0 0.004
H 2.147 5.669 -1.339 0.0 0.0 0.0 0.001
H 3.592 3.758 -0.652 0.0 0.0 0.0 0.002
H 2.543 1.513 -0.306 0.0 0.0 0.0 0.014
C 0.684 -1.734 -3.025 0.1 -0.1 -0.1 -0.038
N 1.800 -2.260 -2.265 0.1 0.0 -0.2 -0.003
C 2.614 -3.270 -2.958 -0.1 0.1 0.1 0.002
C 3.980 -3.374 -2.321 0.0 0.1 0.0 0.000
C 3.802 -3.612 -0.840 -0.1 0.1 0.1 0.000
N 2.972 -2.544 -0.271 0.0 0.0 0.1 0.000
C 3.078 -2.264 1.159 0.0 -0.1 -0.1 0.000
C 1.972 -1.959 -0.959 0.0 -0.1 0.1 0.006
O 1.231 -1.133 -0.357 0.0 0.2 0.1 0.032
H 1.031 -1.418 -4.008 0.0 0.0 0.0 0.001
H 0.257 -0.864 -2.537 0.0 0.1 0.0 0.020
H -0.100 -2.483 -3.160 0.0 0.0 0.0 -0.003
H 2.692 -2.970 -4.002 0.0 0.0 0.0 0.000
H 2.103 -4.236 -2.930 0.0 0.0 0.0 0.000
H 4.536 -2.447 -2.480 0.0 0.0 0.0 0.000
H 4.545 -4.188 -2.773 0.0 0.0 0.0 0.000
H 4.758 -3.608 -0.321 0.0 0.0 0.0 0.000
H 3.334 -4.586 -0.664 0.0 0.0 0.0 0.000
H 4.017 -2.680 1.515 0.0 0.0 0.0 0.000
H 2.259 -2.718 1.722 0.0 0.0 0.0 0.000
H 3.073 -1.194 1.347 0.0 0.0 0.0 0.000
C -1.492 0.848 4.473 -0.1 0.0 0.2 0.011
Si -0.719 1.266 2.849 -0.1 0.0 0.0 -0.013
C -1.026 3.033 2.398 -0.1 0.2 -0.1 0.021
C 1.079 0.846 2.801 0.2 -0.2 0.0 0.005
N -1.402 0.292 1.491 -0.3 -0.2 -0.3 0.686
C -2.428 -0.560 1.369 0.2 0.1 0.1 0.143
C -3.512 -0.670 2.290 0.1 0.1 -0.1 0.178
C -4.576 -1.489 1.995 0.0 -0.1 -0.1 -0.072
C -4.599 -2.231 0.810 -0.1 0.0 0.1 0.238
C -3.527 -2.179 -0.094 -0.1 -0.2 0.0 -0.045
C -2.463 -1.377 0.190 0.0 0.3 0.4 0.161
H -0.889 1.294 5.271 0.0 0.0 -0.1 0.001
H -1.538 -0.228 4.656 0.0 0.1 0.0 -0.001
H -2.497 1.270 4.557 0.1 0.0 0.1 0.000
H -0.562 3.687 3.143 0.0 0.0 -0.1 -0.001
H -2.096 3.254 2.379 0.1 0.0 0.0 0.001
H -0.599 3.279 1.423 0.0 0.0 0.0 -0.003
H 1.651 1.509 3.457 0.0 0.0 0.0 0.001
H 1.467 0.939 1.786 0.1 0.0 0.0 0.007
H 1.245 -0.184 3.130 0.0 0.1 0.0 -0.001
H -3.506 -0.073 3.192 0.0 -0.1 -0.1 0.004
H -5.407 -1.559 2.685 0.0 0.0 0.0 0.002
H -5.447 -2.866 0.589 0.0 0.0 0.0 0.008
H -3.540 -2.794 -0.985 0.0 0.0 0.0 0.000
H -1.564 -1.378 -0.446 -0.4 -0.7 -0.2 -0.039
```
Forces are in eV/Å.

Its spin multiplicity is 5. The expectation value of S² is 6.085. As for the lowest unoccupied orbital energy (spin up / spin down): -6.41 / -8.86 eV. The charge is +2. For the frontier orbital gap (spin up / spin down), the calculation gives 7.583 / 5.133 eV.

=====

# 2
The molecule C3H6N2 at a distorted geometry. Source: the Open Molecules 2025 dataset; level of theory: the ωB97M-V functional and the def2-TZVPD basis.

Structure (XYZ):
```
11
Properties=species:S:1:pos:R:3:forces:R:3:lowdin_charge:R:1
C 1.408 -0.705 -0.249 -0.2 0.3 0.1 -0.093
N 0.368 0.222 0.396 1.0 0.2 0.6 -0.117
C -0.827 1.060 0.085 -0.2 -0.3 -0.1 -0.210
C -1.896 0.088 -0.231 -0.2 -1.3 -0.4 -0.233
N -2.410 -0.932 -0.426 -0.1 1.1 0.1 0.122
H 1.146 -1.788 -0.253 -0.5 0.8 0.0 0.071
H 2.297 -0.652 0.415 -0.6 0.2 -0.4 0.070
H 1.784 -0.490 -1.259 -0.6 0.5 0.3 0.067
H 0.098 -0.317 1.203 -0.1 0.3 0.3 0.083
H -1.152 1.645 0.993 0.7 -0.9 -0.6 0.124
H -0.815 1.870 -0.675 0.8 -0.9 0.1 0.115
```
Forces are in eV/Å.

As for the lowest unoccupied orbital energy: 0.82 eV. The charge is 0. For the frontier orbital gap, the calculation gives 9.957 eV.

=====

# 3
A cluster of 2 separate species, C24H28O4 in total at a distorted geometry. Source: the Open Molecules 2025 dataset; level of theory: the ωB97M-V functional and the def2-TZVPD basis.

Structure (XYZ):
```
56
Properties=species:S:1:pos:R:3:forces:R:3:lowdin_charge:R:1
C 3.626 -1.414 1.891 0.1 -0.2 0.1 -0.075
C 2.792 -0.194 1.621 -0.4 0.0 -0.1 -0.228
O 1.416 -0.630 1.503 0.9 0.3 0.3 -0.055
C 0.525 0.398 1.587 -1.0 0.2 -0.3 -0.473
C -0.875 -0.135 1.607 1.5 1.3 0.2 -0.097
C -1.870 0.863 1.992 -0.7 0.3 -0.4 -0.353
O -1.720 2.068 1.795 -0.2 -0.4 0.1 0.048
C -3.217 0.396 2.589 0.6 0.4 0.1 -0.118
C -4.058 -0.423 1.623 -0.3 -0.1 0.0 -0.194
C -3.404 -1.723 1.146 -0.2 -0.4 0.1 -0.197
C -2.338 -2.257 2.106 0.0 -0.1 -0.1 -0.189
C -0.969 -1.554 2.028 0.1 -1.1 0.2 -0.162
O 0.890 1.558 1.607 0.0 -0.6 0.0 0.096
H 4.678 -1.130 1.940 0.0 0.0 0.0 0.076
H 3.354 -1.855 2.855 0.0 0.0 -0.2 0.081
H 3.507 -2.173 1.112 0.0 0.1 0.1 0.074
H 2.864 0.525 2.448 0.0 -0.1 -0.3 0.126
H 3.079 0.308 0.684 0.0 0.0 0.3 0.121
H -3.025 -0.147 3.524 -0.1 0.0 -0.2 0.116
H -3.772 1.305 2.844 0.2 -0.1 0.0 0.117
H -5.000 -0.672 2.132 0.2 0.1 -0.1 0.110
H -4.340 0.197 0.761 0.1 0.0 0.2 0.114
H -4.193 -2.486 1.055 0.2 0.2 -0.1 0.109
H -2.983 -1.605 0.140 0.0 0.0 0.2 0.078
H -2.703 -2.220 3.143 -0.1 0.0 -0.3 0.107
H -2.169 -3.319 1.880 0.0 0.2 0.1 0.109
H -0.328 -2.133 1.346 -0.2 0.1 0.3 0.114
H -0.507 -1.648 3.033 0.0 -0.1 -0.4 0.133
C 3.187 4.925 -1.509 -0.6 0.0 0.2 -0.056
O 1.840 4.785 -1.006 0.2 -0.2 -0.6 -0.066
C 1.153 3.664 -1.329 0.0 -0.6 0.6 -0.244
C -0.141 3.519 -0.767 0.9 0.8 -0.5 0.020
C -0.771 2.315 -0.863 0.0 -0.7 0.3 -0.007
C -0.075 1.145 -1.303 0.0 0.7 -0.4 -0.194
C -0.578 -0.134 -0.943 -1.9 0.8 -0.1 0.044
C -0.174 -1.341 -1.636 0.9 -1.6 0.2 -0.186
C -1.163 -2.234 -2.137 0.4 0.7 0.1 -0.016
C -0.816 -3.269 -2.999 0.2 -0.1 0.0 -0.077
C 0.526 -3.493 -3.339 -0.1 0.4 0.3 -0.076
C 1.527 -2.692 -2.768 -0.3 -0.1 0.1 -0.072
C 1.189 -1.664 -1.889 -0.6 0.3 -0.1 -0.035
C 1.084 1.377 -2.097 0.1 -0.1 0.5 -0.003
C 1.700 2.612 -2.109 -0.1 0.5 0.2 -0.007
H 3.530 5.873 -1.090 0.0 -0.2 -0.1 0.094
H 3.828 4.100 -1.167 -0.2 0.2 0.0 0.097
H 3.190 4.969 -2.606 0.0 0.0 0.2 0.094
H -0.573 4.354 -0.217 0.0 -0.2 -0.3 0.136
H -1.812 2.223 -0.567 0.4 0.0 0.4 0.120
H -1.583 -0.137 -0.503 0.4 0.0 -0.9 0.100
H -2.211 -2.029 -1.900 0.4 -0.1 -0.1 0.108
H -1.599 -3.899 -3.426 0.2 0.2 0.2 0.106
H 0.791 -4.278 -4.046 -0.1 0.2 0.2 0.104
H 2.575 -2.859 -3.023 -0.3 0.0 0.2 0.107
H 1.969 -1.061 -1.414 -0.3 -0.3 -0.2 0.111
H 1.512 0.570 -2.687 0.0 0.2 0.2 0.106
H 2.637 2.760 -2.651 -0.4 -0.1 0.1 0.105
```
Forces are in eV/Å.

As for the lowest unoccupied orbital energy: -1.39 eV. The charge is 0. For the frontier orbital gap, the calculation gives 5.601 eV.

=====

# 4
A structure of composition C26H21BiBrN7O2 at a distorted geometry. Source: the Open Molecules 2025 dataset; level of theory: the ωB97M-V functional and the def2-TZVPD basis.

Structure (XYZ):
```
58
Properties=species:S:1:pos:R:3:forces:R:3:lowdin_charge:R:1
Bi 0.209 1.383 0.410 0.5 0.8 0.0 1.883
C 0.677 0.451 4.921 0.1 0.2 -0.2 -0.048
C 0.757 1.038 3.661 0.0 -0.1 0.3 -0.063
N 0.218 0.434 2.612 -0.1 -0.4 0.1 -0.060
C -0.381 -0.755 2.763 0.3 0.1 1.0 -0.177
C -0.392 -1.344 4.036 -0.2 0.0 -0.8 -0.022
N 0.115 -0.733 5.083 0.1 0.0 0.5 0.131
C -0.934 -1.369 1.555 -0.3 -0.5 -0.5 -0.181
C -1.793 -2.461 1.558 0.1 0.2 -0.2 0.097
C -2.265 -2.978 0.344 0.3 0.3 0.1 -0.100
C -1.773 -2.417 -0.838 0.2 0.2 0.2 0.087
C -0.909 -1.334 -0.777 -0.5 -0.5 0.6 -0.187
N -0.545 -0.802 0.401 0.2 -0.3 -0.1 -0.025
C -0.321 -0.704 -1.952 0.3 0.2 -1.0 -0.175
C -0.295 -1.284 -3.230 -0.2 0.0 0.8 -0.022
N 0.280 -0.686 -4.247 0.2 0.1 -0.5 0.133
C 0.868 0.481 -4.047 0.0 0.1 0.1 -0.045
C 0.882 1.074 -2.789 0.1 0.0 -0.3 -0.069
N 0.279 0.482 -1.768 -0.2 -0.5 -0.2 -0.048
C -3.277 -4.036 0.306 -0.5 -0.4 0.0 -0.179
C -4.304 -3.971 -0.640 0.2 0.0 0.2 0.004
C -5.309 -4.927 -0.595 0.2 0.3 -0.3 -0.108
N -5.313 -5.908 0.282 -0.7 -0.6 0.1 0.090
C -4.342 -5.998 1.167 0.4 0.2 0.2 -0.106
C -3.296 -5.087 1.227 0.0 0.2 -0.2 0.005
H 1.074 0.927 5.805 0.1 0.1 0.0 0.131
H 1.254 1.980 3.485 0.1 0.2 0.1 0.127
H -0.796 -2.330 4.215 -0.1 -0.1 -0.1 0.131
H -2.137 -2.884 2.487 0.0 0.0 0.1 0.130
H -2.072 -2.828 -1.787 0.0 0.0 -0.1 0.128
H -0.724 -2.256 -3.426 -0.1 -0.1 0.1 0.131
H 1.338 0.942 -4.904 0.1 0.1 0.0 0.130
H 1.363 2.021 -2.599 0.1 0.0 0.0 0.112
H -4.345 -3.173 -1.366 -0.1 0.1 -0.1 0.115
H -6.138 -4.903 -1.288 0.0 0.1 -0.1 0.120
H -4.406 -6.826 1.859 0.1 -0.1 0.1 0.121
H -2.502 -5.219 1.945 0.1 0.0 0.1 0.117
Br 7.078 0.648 0.082 -0.5 0.0 0.0 0.804
C 5.194 0.828 0.218 0.2 0.1 0.0 -0.664
C 4.626 2.085 0.378 0.3 -0.2 0.0 -0.103
C 3.249 2.208 0.462 -0.1 0.2 0.0 -0.134
C 2.432 1.089 0.380 -0.5 0.1 0.0 -0.365
C 3.005 -0.163 0.224 0.0 -0.1 0.0 -0.131
C 4.383 -0.298 0.149 0.1 -0.1 0.0 -0.107
H 5.262 2.954 0.434 0.0 0.1 0.0 0.112
H 2.816 3.187 0.588 0.0 0.2 0.0 0.079
H 2.389 -1.047 0.158 -0.1 -0.2 0.0 0.094
H 4.830 -1.272 0.031 0.0 -0.1 0.0 0.111
N 0.257 6.252 -2.646 0.1 0.3 -0.2 0.021
C 0.552 6.057 -1.231 0.0 -0.1 0.2 -0.117
C 0.446 4.560 -0.961 0.0 0.5 -0.1 -0.534
O 0.751 4.027 0.089 0.0 -0.2 0.1 -0.075
O -0.003 3.890 -1.994 -0.1 -0.2 -0.2 0.065
H 1.102 6.371 -3.195 -0.1 0.1 0.0 0.113
H -0.334 7.057 -2.817 0.0 -0.1 0.0 0.114
H -0.140 4.618 -2.705 0.0 -0.1 0.4 0.121
H -0.185 6.559 -0.597 0.1 0.0 -0.1 0.147
H 1.544 6.394 -0.917 -0.1 0.0 0.0 0.142
```
Forces are in eV/Å.

As for the lowest unoccupied orbital energy: -7.03 eV. The charge is +2. For the frontier orbital gap, the calculation gives 6.911 eV.

=====

# 5
The molecule C25H25FN4O4. Source: the Open Molecules 2025 dataset; level of theory: the ωB97M-V functional and the def2-TZVPD basis.

Structure (XYZ):
```
59
Properties=species:S:1:pos:R:3:forces:R:3:lowdin_charge:R:1
C -0.765 1.869 -4.583 0.0 0.3 0.0 -0.077
O -0.905 0.477 -4.424 -0.1 -0.4 0.1 -0.075
C -0.308 -0.119 -3.361 0.1 -0.2 0.1 -0.272
C -0.351 -1.516 -3.338 0.0 0.1 -0.1 0.013
C 0.251 -2.220 -2.320 0.1 0.2 0.0 -0.008
C 0.886 -1.543 -1.284 -0.2 0.2 -0.2 -0.234
N 1.561 -2.254 -0.253 0.4 0.1 -0.2 0.020
C 3.011 -2.094 -0.210 0.3 0.0 0.1 -0.022
C 3.395 -0.963 0.752 0.0 -0.6 -0.2 -0.480
O 3.797 0.119 0.374 0.1 0.5 -0.2 0.053
N 3.212 -1.293 2.043 0.1 -0.2 0.5 0.093
C 3.260 -0.297 3.097 0.0 0.1 -0.2 -0.118
C 1.885 0.287 3.307 0.1 0.0 0.1 -0.207
C 1.436 1.313 2.481 0.0 -0.1 0.1 -0.021
C 0.153 1.817 2.609 -0.2 0.1 0.3 -0.031
C -0.674 1.277 3.581 0.1 -0.1 0.0 -0.290
F -1.931 1.753 3.711 0.1 0.0 0.0 0.060
C -0.257 0.253 4.412 -0.2 0.1 -0.1 -0.007
C 1.028 -0.241 4.264 0.0 0.2 -0.1 -0.031
C 0.962 -2.994 0.704 -0.4 -0.2 0.1 -0.438
O 1.618 -3.539 1.584 0.1 -0.3 0.2 0.035
C -0.550 -3.058 0.710 0.0 0.0 0.1 -0.063
C -1.125 -1.725 1.217 -0.1 -0.2 -0.2 -0.056
C -1.773 -0.931 0.091 0.2 0.0 0.4 -0.460
O -2.334 -1.459 -0.841 -0.2 -0.1 -0.2 0.082
N -1.693 0.416 0.280 -0.1 0.3 0.3 0.165
C -2.186 1.435 -0.524 -0.2 0.1 -0.2 -0.291
C -3.046 1.230 -1.602 -0.1 0.0 -0.1 0.005
C -3.478 2.341 -2.301 0.1 0.1 0.2 -0.073
C -3.043 3.604 -1.916 0.0 0.0 -0.1 -0.083
C -2.184 3.693 -0.834 -0.1 0.2 -0.2 -0.143
N -1.763 2.641 -0.153 0.2 -0.2 0.3 0.125
C 0.927 -0.157 -1.301 0.0 -0.3 0.0 0.005
C 0.342 0.555 -2.333 -0.1 0.2 -0.3 -0.004
H -1.268 2.109 -5.519 0.0 0.0 0.1 0.097
H -1.240 2.421 -3.766 0.1 0.0 0.0 0.069
H 0.288 2.158 -4.654 0.0 0.0 0.0 0.100
H -0.857 -2.025 -4.142 -0.1 -0.1 -0.1 0.123
H 0.237 -3.300 -2.329 0.0 -0.1 0.0 0.127
H 3.366 -1.850 -1.212 0.0 0.0 0.2 0.141
H 3.451 -3.035 0.131 0.0 0.1 -0.1 0.134
H 2.791 -2.195 2.249 0.0 0.1 -0.2 0.111
H 3.957 0.480 2.774 0.0 -0.1 0.2 0.126
H 3.629 -0.769 4.009 0.0 0.1 -0.1 0.125
H 2.101 1.718 1.733 0.1 0.1 -0.1 0.117
H -0.207 2.617 1.978 -0.1 0.1 -0.1 0.105
H -0.930 -0.142 5.156 -0.1 0.0 0.1 0.120
H 1.366 -1.043 4.903 0.0 -0.1 0.1 0.117
H -0.962 -3.259 -0.279 0.0 0.0 0.1 0.105
H -0.824 -3.873 1.380 0.1 0.1 -0.1 0.125
H -1.917 -1.922 1.945 0.0 0.1 0.0 0.135
H -0.357 -1.134 1.718 0.0 0.1 0.1 0.106
H -1.146 0.770 1.056 0.0 -0.2 -0.1 0.099
H -3.350 0.233 -1.872 0.0 -0.1 0.0 0.107
H -4.147 2.224 -3.141 0.0 0.0 -0.1 0.113
H -3.363 4.490 -2.441 0.0 0.1 0.0 0.099
H -1.809 4.647 -0.489 0.0 0.1 0.0 0.106
H 1.436 0.376 -0.514 0.1 0.1 0.1 0.111
H 0.398 1.631 -2.317 0.0 0.1 0.0 0.112
```
Forces are in eV/Å.

As for the lowest unoccupied orbital energy: 0.73 eV. The charge is 0. For the frontier orbital gap, the calculation gives 9.215 eV.

=====

ΔE to the lowest compared entry with this formula, charge and spin for the records above, in order: 7.1; 47.3; 35.1; 7.2; 24.8 kcal per mole
Calculated total energy for the records above, in order: -2042.99242; -227.34948; -1232.17929; -4325.29968; -1587.59796 a.u.